DFT (ωB97M-V/def2-TZVPD) results for a structure of composition C12H27N2OS2.

M, g/mol: 279.5
Total charge: +1
HOMO, eV: -10.879
E_LUMO, eV: -3.55
Kohn-Sham gap, eV: 7.327
DFT total energy, eV: -39572.5871

XYZ file:
```
44
Properties=species:S:1:pos:R:3:lowdin_charge:R:1
C -0.371 4.541 2.151 -0.089
C -1.400 3.431 2.031 -0.242
N -2.145 3.439 0.766 -0.229
C -3.281 2.514 0.780 -0.251
C -4.487 3.128 1.511 -0.064
C -1.352 3.480 -0.396 -1.141
S -1.021 4.850 -1.185 0.736
S -0.554 2.068 -1.125 0.918
C -0.931 0.561 -0.195 -0.502
C -0.233 -0.585 -0.934 -0.268
C -0.629 -1.954 -0.416 -0.147
N -0.182 -2.126 1.017 0.209
H 0.001 4.587 3.175 0.080
H 0.478 4.387 1.484 0.067
H -0.826 5.496 1.888 0.079
H -0.934 2.446 2.202 0.103
H -2.148 3.561 2.816 0.120
H -3.008 1.575 1.280 0.092
H -3.544 2.259 -0.248 0.119
H -4.279 4.159 1.793 0.081
H -4.741 2.564 2.410 0.071
H -5.372 3.118 0.876 0.073
H -2.001 0.362 -0.155 0.069
H -0.569 0.635 0.836 0.066
H -0.535 -0.564 -1.984 0.126
H 0.855 -0.473 -0.895 0.112
H -1.715 -2.050 -0.435 0.139
H -0.167 -2.751 -0.992 0.114
H -0.190 -3.109 1.296 0.174
H -0.782 -1.610 1.662 0.166
H 0.779 -1.788 1.118 0.171
C 4.322 -3.091 -2.184 -0.156
C 4.029 -4.463 -1.579 -0.157
C 2.830 -4.160 -0.694 -0.204
O 2.111 -3.096 -1.341 -0.198
C 2.921 -2.539 -2.396 -0.186
H 4.892 -3.138 -3.110 0.121
H 4.874 -2.472 -1.475 0.119
H 3.751 -5.171 -2.362 0.121
H 4.863 -4.881 -1.021 0.120
H 3.151 -3.822 0.299 0.114
H 2.161 -5.014 -0.575 0.118
H 2.508 -2.854 -3.357 0.125
H 2.873 -1.451 -2.337 0.115
```